No. 1
131
Properties=species:S:1:pos:R:3:forces:R:3 method="wB97M-V/def2-TZVPD" charge=+1
C -1.2057 -2.4450 -2.6563 0.48 2.12 1.46
C -0.4874 -1.6307 -1.7676 -0.63 -2.20 -1.03
C -1.0105 -0.3315 -1.0090 1.06 0.33 -1.22
C -1.5075 0.6495 -2.2155 -0.78 0.04 -0.42
C -0.5796 0.6446 -3.5014 2.97 1.10 -0.33
O 0.5748 1.0636 -3.6107 -3.87 -1.29 1.17
I -1.4289 -0.1221 -5.3958 0.09 0.32 0.76
C 0.2663 0.3405 -0.3113 -0.10 0.03 -0.71
C -0.1767 1.4965 0.6622 1.30 1.00 -2.32
C 1.0943 2.3582 1.0692 1.14 0.48 -0.63
C 2.4429 1.5507 1.3670 -0.23 -0.20 0.96
O 3.5425 2.4632 1.7135 -0.77 0.45 -1.84
C 4.0027 3.1647 0.5685 1.17 0.67 -2.39
C 3.6021 4.7269 0.5116 0.56 -0.81 1.32
O 4.6722 2.6499 -0.3401 -2.25 0.97 3.15
N -1.1482 1.1554 1.7881 0.49 -1.31 -0.71
C -0.5461 0.4000 2.9300 1.72 -0.14 2.74
C 0.0232 -1.0594 2.7086 -0.15 -2.53 0.71
C -0.8411 -2.1414 3.5719 1.00 0.87 -0.56
O 1.3748 -1.2298 3.2539 -0.86 0.83 -1.27
O -1.6009 2.4305 2.0859 -0.38 1.47 0.59
C -1.7740 2.8859 3.4132 -0.97 1.96 3.83
C -0.5468 3.5425 4.2042 -0.15 -0.26 0.55
C -2.3595 0.3934 1.2965 -1.57 -1.61 -0.41
P -3.9343 1.4743 1.1159 -4.69 2.06 2.92
O -4.5365 1.8551 2.4888 2.53 -0.71 -3.17
O -5.2439 0.5920 0.4298 3.61 1.90 -0.79
O -3.7208 2.7886 0.0772 0.19 -2.38 1.21
C -2.2299 -0.5391 0.0046 -0.32 -0.17 -1.22
B -2.5857 -2.0696 0.4618 -1.70 -1.47 0.91
O -1.7626 -3.1982 0.6192 -0.28 1.80 -0.13
O -3.9817 -2.2657 0.8181 2.98 0.06 -1.62
C -4.4612 -3.5604 0.3563 -1.20 -1.31 0.09
C -4.2541 -3.8268 -1.2090 0.66 -0.14 0.44
H -2.2654 -2.1296 -2.9586 1.61 -0.78 0.50
H -0.7733 -3.3770 -3.1311 -0.50 1.42 0.68
H 0.6034 -1.9444 -1.5832 -1.70 0.62 -0.07
H -2.5514 0.3432 -2.5970 1.64 0.25 0.73
H -1.6221 1.7342 -1.8908 0.29 -1.20 -0.32
H 1.0249 -0.4138 0.1075 -1.45 1.02 -0.34
H 0.8552 0.8582 -1.1593 -0.85 -0.64 1.33
H -0.7943 2.2145 0.0015 0.64 -1.23 1.27
H 0.9579 3.1058 1.9080 -0.18 -1.06 -0.88
H 1.3293 3.0001 0.1384 -0.63 -1.00 1.30
H 2.8125 0.9059 0.5076 -0.71 0.66 1.08
H 2.2645 0.9664 2.3364 0.57 0.52 -1.55
H 3.9674 5.2349 -0.4324 -0.63 -0.95 1.09
H 2.4839 4.8157 0.7001 1.46 0.04 -0.42
H 4.1243 5.2297 1.4034 -0.79 -0.72 -1.22
H 0.3182 1.0242 3.3645 -1.32 -0.82 -0.92
H -1.2745 0.2576 3.8115 0.65 0.74 -1.74
H 0.0569 -1.4859 1.6695 -0.39 1.11 0.76
H -0.4856 -2.0382 4.6464 -0.72 -0.03 -1.24
H -0.5178 -3.1646 3.2050 -0.75 1.23 0.50
H -1.9548 -1.9453 3.4512 1.34 -0.55 0.25
H 1.9997 -1.2457 2.5005 -0.34 0.04 0.68
H -2.5422 3.7473 3.3538 1.10 -1.57 -0.55
H -2.2859 2.1798 4.1673 0.70 0.58 -1.71
H -1.0184 4.1579 5.0562 0.57 -0.95 -1.34
H 0.0727 4.2805 3.6012 -0.71 -1.13 0.64
H 0.0919 2.7517 4.7443 -0.68 1.27 -1.06
H -2.6379 -0.2954 2.1795 0.07 1.28 -1.33
H -5.2571 0.8310 -0.5332 -0.29 -0.49 0.84
H -3.8205 3.6509 0.5369 -0.11 -0.59 -0.16
H -3.1458 -0.2826 -0.6574 1.30 -0.51 1.23
H -0.8103 -3.0613 0.4792 -0.61 -0.07 -0.28
H -5.5933 -3.5757 0.5582 1.74 0.23 -0.23
H -4.0087 -4.3814 1.0211 -0.55 1.10 -1.20
H -3.2213 -4.2734 -1.4589 -1.48 0.65 0.60
H -5.0251 -4.5982 -1.5327 1.06 1.29 0.23
H -4.3166 -2.8479 -1.7961 -0.31 -1.26 0.79
C -4.3995 -2.3435 -7.6457 0.32 0.10 0.19
O -4.6197 -2.0687 -6.2664 -0.11 0.09 0.31
H -5.2585 -2.8861 -8.0387 0.07 0.06 0.12
H -4.2837 -1.4047 -8.1940 -0.02 -0.11 -0.22
H -3.5033 -2.9555 -7.7608 -0.12 0.00 -0.25
H -3.8470 -1.5895 -5.9446 -0.20 -0.09 0.00
C 7.7931 3.2265 1.1203 0.11 0.14 -0.24
O 8.7608 4.2572 1.2666 0.15 0.12 0.09
H 7.4186 2.9514 2.1066 0.11 0.07 -0.04
H 6.9642 3.5855 0.5060 -0.08 -0.21 0.02
H 8.2540 2.3530 0.6519 -0.21 -0.14 0.05
H 9.0745 4.4807 0.3820 0.01 0.04 0.22
C 8.6962 -0.6004 -0.7834 -0.18 0.17 -0.07
O 7.4398 -0.6027 -0.1199 -0.20 0.07 0.07
H 9.2766 -1.4560 -0.4390 -0.13 0.07 0.03
H 8.5444 -0.6781 -1.8629 0.23 -0.01 -0.03
H 9.2367 0.3205 -0.5488 0.20 -0.08 -0.11
H 6.9466 0.1624 -0.4415 0.03 -0.17 0.11
C -5.2819 -7.5809 -2.5885 -0.19 -0.11 -0.02
O -5.7491 -6.4166 -1.9172 -0.30 -0.06 0.13
H -4.2667 -7.4013 -2.9408 -0.10 0.03 0.12
H -5.2796 -8.4271 -1.8979 0.14 -0.09 -0.16
H -5.9281 -7.7972 -3.4428 0.12 -0.13 -0.05
H -6.6471 -6.6020 -1.6160 0.16 0.10 -0.05
C -2.8393 -4.0349 -11.1909 -0.14 -0.24 0.01
O -3.4031 -4.1614 -9.8922 -0.05 -0.07 0.07
H -2.2724 -3.1052 -11.2384 -0.08 -0.07 0.10
H -2.1700 -4.8761 -11.3871 0.06 0.10 -0.20
H -3.6357 -4.0105 -11.9388 0.16 0.05 -0.16
H -3.8981 -4.9894 -9.8762 0.08 0.18 0.07
C 12.3430 4.9991 1.8112 -0.29 0.09 0.16
O 11.8793 6.1651 2.4737 -0.05 0.09 0.01
H 13.3587 5.1747 1.4571 -0.10 0.07 0.08
H 12.3435 4.1563 2.5077 0.10 -0.16 -0.17
H 11.6949 4.7799 0.9584 0.15 -0.22 -0.07
H 10.9812 5.9833 2.7763 0.18 0.11 -0.02
C -3.0778 -10.3083 -0.6048 0.25 0.09 0.12
O -2.4665 -9.2501 -1.3300 0.07 0.17 -0.07
H -3.9888 -10.6084 -1.1226 0.11 0.08 -0.02
H -2.3965 -11.1609 -0.5501 -0.18 -0.13 0.09
H -3.3306 -9.9684 0.4029 -0.11 -0.20 0.04
H -1.6654 -9.0039 -0.8527 -0.14 -0.02 -0.17
C -6.3219 5.9522 0.5904 -0.13 -0.16 0.11
O -5.8629 5.0770 -0.4345 0.34 -0.30 -0.01
H -5.9917 6.9650 0.3607 0.01 -0.15 -0.08
H -7.4130 5.9297 0.6339 0.03 0.15 0.15
H -5.9048 5.6460 1.5536 -0.13 0.18 0.13
H -6.1684 4.1897 -0.2085 -0.06 0.18 -0.16
C 10.7017 2.3724 5.0010 -0.11 0.14 -0.25
O 10.1365 3.6681 5.1267 -0.11 0.18 -0.04
H 11.0665 2.0491 5.9758 -0.07 0.13 -0.06
H 9.9389 1.6722 4.6501 0.16 -0.21 0.02
H 11.5360 2.4017 4.2953 0.06 -0.24 0.05
H 9.8232 3.9266 4.2509 0.03 0.00 0.19
C -6.7425 3.1596 5.4444 0.10 -0.09 -0.22
O -5.8413 3.9511 4.6836 0.20 0.16 -0.12
H -7.0952 3.7465 6.2924 0.08 0.01 -0.11
H -7.5956 2.8721 4.8249 -0.09 -0.10 0.18
H -6.2307 2.2663 5.8117 -0.19 -0.07 0.11
H -5.5443 3.4110 3.9414 0.00 -0.05 0.02

No. 2
135
Properties=species:S:1:pos:R:3:forces:R:3 method="wB97M-V/def2-TZVPD" charge=0 smiles="O=[P@](O)(OCCCSC(=S)N1CCOCC1)OCOCOCCO.CN(C)P(=O)(N(C)C)N(C)C.CN(C)P(=O)(N(C)C)N(C)C.CN(C)P(=O)(N(C)C)N(C)C"
O 2.4997 3.9124 -0.5302 0.82 2.25 2.19
P 2.2432 2.9395 -1.5331 0.89 0.75 0.01
O 1.0774 1.9998 -1.1022 -0.53 -1.89 0.01
O 3.5588 2.1214 -1.8842 -0.61 -1.32 -0.14
C 3.6655 0.6890 -1.6579 0.43 0.24 -0.78
C 3.2639 -0.0695 -2.9096 0.44 -0.17 0.60
C 3.9448 -1.4350 -3.0126 -0.80 0.61 0.18
S 3.3231 -2.7923 -1.9711 0.35 -0.03 0.00
C 1.5428 -2.8534 -2.2807 1.09 0.41 0.06
S 0.5492 -1.9687 -1.3677 -0.48 0.34 0.80
N 1.1857 -3.6914 -3.2797 -0.66 0.39 0.44
C -0.2472 -3.9431 -3.3898 0.04 -0.60 -1.23
C -1.0089 -2.9502 -4.2582 -0.29 -0.30 0.20
O -0.3094 -2.5706 -5.4207 -0.26 0.17 -0.51
C 1.0004 -2.1682 -5.1374 0.23 -0.03 0.37
C 1.7483 -3.3494 -4.5814 -0.07 -0.72 -0.33
O 1.7861 3.6392 -2.8569 -0.48 -0.94 -0.76
C 1.4460 2.7930 -3.9517 -0.39 0.95 -0.44
O 0.4761 3.4529 -4.7076 0.55 -0.04 -0.32
C -0.7522 2.8368 -4.7934 -0.32 0.66 -0.01
O -1.4521 3.0777 -3.6106 0.23 -0.45 0.18
C -2.7411 2.5081 -3.6415 -0.24 0.50 -0.13
C -3.0656 2.0451 -2.2691 -0.30 -0.09 0.78
O -4.4090 1.6085 -2.2345 -0.27 -0.05 -0.23
H 1.3095 1.5796 -0.2483 -0.34 0.14 -0.27
H 3.1706 0.3398 -0.7697 -0.49 0.12 0.46
H 4.7158 0.5062 -1.5114 0.54 0.16 0.23
H 2.1950 -0.1365 -2.9701 -0.63 -0.07 -0.19
H 3.6453 0.5132 -3.7333 -0.01 0.27 -0.49
H 4.9554 -1.2824 -2.6793 0.61 -0.28 0.15
H 3.9774 -1.7071 -4.0542 0.05 -0.35 -0.33
H -0.3477 -4.8974 -3.8873 0.22 -0.47 -0.25
H -0.7042 -4.0760 -2.4346 -0.15 0.25 0.71
H -1.8803 -3.4699 -4.6137 -0.51 -0.20 -0.18
H -1.3756 -2.1100 -3.6909 0.23 0.67 0.21
H 1.4904 -1.8173 -6.0267 -0.05 0.13 -0.67
H 0.9855 -1.3495 -4.4224 0.08 0.31 0.26
H 2.8137 -3.2357 -4.5559 0.43 0.15 0.30
H 1.5462 -4.1816 -5.2383 -0.02 -0.39 -0.31
H 1.0733 1.8319 -3.6326 -0.13 -0.40 0.34
H 2.3241 2.6846 -4.5649 0.46 -0.09 -0.24
H -1.2766 3.3093 -5.6179 -0.07 0.16 -0.39
H -0.6775 1.7718 -5.0159 0.12 -0.41 0.19
H -2.8314 1.7013 -4.3558 0.15 -0.46 -0.26
H -3.4612 3.2624 -3.9361 -0.33 0.29 -0.17
H -2.9049 2.8581 -1.5711 0.06 0.42 0.15
H -2.4046 1.2539 -1.9622 0.52 -0.54 0.02
H -4.6317 1.3873 -1.3284 -0.06 -0.03 0.05
O 2.6511 0.3671 2.1034 -2.81 1.65 0.32
P 2.3626 0.3627 3.5948 4.39 -2.70 1.99
N 3.7092 1.2325 4.2178 0.23 -0.21 0.46
C 5.0479 0.6766 4.2743 0.09 -0.34 -0.21
C 3.7094 2.6495 3.8591 -0.65 0.05 0.10
N 2.3893 -1.3307 3.8514 -0.07 -0.24 -0.68
C 3.2522 -2.0305 4.7716 -0.18 0.03 0.73
C 2.1681 -2.1557 2.6701 0.19 0.08 -0.46
N 1.4350 0.5734 5.1083 -1.74 1.38 -1.81
C 0.1333 1.2283 4.8884 -0.10 -0.35 -0.16
C 2.0142 1.0583 6.3447 0.54 0.42 0.04
H 5.6517 1.2706 4.9649 -0.02 0.14 -0.10
H 5.5532 0.6503 3.2993 0.03 -0.02 0.03
H 5.0452 -0.3295 4.6928 -0.07 0.09 -0.17
H 2.9459 3.1877 4.4377 0.02 -0.01 -0.09
H 3.5005 2.8076 2.8020 0.09 0.08 -0.21
H 4.6681 3.1099 4.0895 0.05 -0.14 0.08
H 4.2693 -2.1471 4.3744 -0.04 -0.09 0.03
H 2.8593 -3.0334 4.9631 -0.06 0.00 -0.11
H 3.3061 -1.5484 5.7499 0.04 0.19 -0.10
H 3.0776 -2.2583 2.0632 -0.08 -0.06 -0.07
H 1.3918 -1.7296 2.0427 0.06 0.04 -0.10
H 1.8300 -3.1537 2.9563 0.09 0.03 0.26
H 0.2433 2.2979 4.6759 -0.09 0.05 0.09
H -0.5131 1.1137 5.7595 0.06 -0.04 0.05
H -0.3799 0.7673 4.0384 0.05 0.01 0.01
H 2.1978 2.1399 6.3466 0.02 0.00 0.06
H 2.9467 0.5570 6.5869 0.02 0.00 -0.14
H 1.3108 0.8352 7.1521 -0.15 -0.02 -0.15
O -6.5544 5.3740 -5.1931 2.69 -1.46 1.13
P -5.5415 6.4245 -5.5791 -3.43 4.15 -2.45
N -6.1640 7.7659 -4.6805 -0.03 0.69 -0.30
C -7.3884 8.4612 -5.0329 -0.19 -0.23 -0.21
C -6.0086 7.6126 -3.2401 0.54 -0.41 -0.02
N -5.8273 6.4241 -7.2717 -0.22 -0.72 -0.17
C -6.2739 7.5544 -8.0520 0.52 0.46 -0.08
C -6.3966 5.1965 -7.8199 -0.31 -0.09 0.23
N -3.9940 7.2883 -5.8577 1.06 -2.25 1.42
C -2.8300 6.5415 -5.3455 -0.07 -0.22 -0.32
C -3.7995 8.7024 -5.6071 -0.35 0.34 0.51
H -7.4118 9.4263 -4.5195 0.01 -0.08 0.15
H -8.2989 7.9038 -4.7755 -0.03 0.03 -0.03
H -7.4173 8.7042 -6.0933 0.00 -0.17 0.01
H -4.9573 7.7529 -2.9531 -0.04 -0.07 0.03
H -6.3234 6.6211 -2.8952 -0.09 0.05 0.07
H -6.5885 8.3582 -2.7007 -0.05 0.11 -0.13
H -7.3527 7.7290 -7.9422 0.02 0.01 -0.04
H -6.0779 7.3798 -9.1131 0.01 -0.11 0.02
H -5.7369 8.4713 -7.8043 -0.04 -0.03 0.19
H -7.4817 5.1367 -7.6662 0.01 -0.08 -0.04
H -5.9439 4.3213 -7.3653 -0.06 -0.02 0.09
H -6.1928 5.1423 -8.8912 0.04 0.20 -0.02
H -2.7741 6.5661 -4.2509 0.13 0.02 -0.01
H -1.8991 6.9438 -5.7462 -0.03 0.06 -0.04
H -2.8914 5.4927 -5.6553 -0.04 0.03 0.02
H -3.7029 8.9486 -4.5422 0.01 0.06 -0.02
H -4.5987 9.3087 -6.0224 -0.10 -0.10 0.03
H -2.8747 9.0055 -6.1067 0.06 -0.22 -0.01
O 1.9783 -6.9857 4.6248 2.48 2.13 0.54
P 1.9897 -7.0347 6.1342 -4.36 -4.02 1.05
N 2.4038 -8.6953 6.3808 -0.28 -0.36 0.50
C 1.4949 -9.7922 6.1003 -0.26 0.13 -0.24
C 3.7782 -9.0058 6.0100 0.26 0.62 0.10
N 0.3470 -6.5951 6.3792 -0.23 0.45 -0.61
C -0.6531 -7.4013 7.0397 0.11 0.01 0.68
C -0.2760 -5.8330 5.3002 0.08 -0.20 -0.33
N 2.3017 -6.6582 7.8630 2.05 1.68 -1.07
C 3.3270 -5.6160 8.0391 -0.30 0.25 -0.13
C 2.4655 -7.6648 8.8930 0.30 -0.63 -0.15
H 1.8555 -10.6927 6.6045 0.15 0.01 -0.09
H 1.3860 -10.0084 5.0295 -0.03 -0.03 0.01
H 0.5079 -9.6088 6.5204 0.02 0.13 -0.11
H 4.4754 -8.5967 6.7543 0.01 0.02 -0.08
H 4.0451 -8.5893 5.0322 0.02 -0.12 -0.04
H 3.9429 -10.0803 5.9760 -0.15 -0.06 0.08
H -1.0380 -8.1954 6.3858 -0.03 0.02 0.03
H -1.5031 -6.7801 7.3336 0.03 0.07 -0.07
H -0.2860 -7.8477 7.9648 0.15 -0.07 -0.09
H -0.6023 -6.4755 4.4722 -0.02 0.08 -0.04
H 0.4093 -5.0920 4.9012 0.05 -0.04 -0.08
H -1.1430 -5.2922 5.6844 -0.02 -0.12 0.17
H 4.3353 -5.9912 7.8250 0.04 0.05 0.11
H 3.3147 -5.2234 9.0567 -0.06 -0.06 0.03
H 3.1290 -4.7770 7.3638 0.00 -0.05 -0.01
H 3.4414 -8.1661 8.8635 -0.02 -0.04 0.05
H 1.6937 -8.4270 8.8511 0.00 0.00 -0.15
H 2.3726 -7.1680 9.8632 0.03 0.20 -0.10

no.,orbital gap (eV)
1,8.605
2,7.919